[1]
A single C3H3NO3 molecule in a non-equilibrium geometry, computed with ωB97M-V/def2-TZVPD.

Structure (ORCA input):
```
! wB97M-V def2-TZVPD RIJCOSX def2/J DEFGRID3
* xyz 0 1
O -2.47 -0.51 -0.13
N -1.30 -0.10 0.06
C -0.92 1.16 -0.02
O 0.45 1.32 -0.06
C 0.97 0.10 -0.15
O 2.32 -0.23 -0.12
C -0.12 -0.82 0.06
H -1.40 2.12 -0.02
H 2.37 -1.14 0.11
H 0.10 -1.89 0.27
*
```

Properties
- energy (Eh) = -396.453166
- ΔE to the lowest compared entry with this formula, charge and spin (kJ/mol) = 449.66
- SMILES = [O-][n+]1coc(O)c1
- frontier orbital gap (eV) = 8.93



[2]
A 2-piece molecular cluster, C3H3NO3 overall in a non-equilibrium geometry, computed with ωB97M-V/def2-TZVPD.

Structure (ORCA input):
```
! wB97M-V def2-TZVPD RIJCOSX def2/J DEFGRID3
* xyz 0 1
C -1.78 0.23 -0.19
C -0.34 0.03 0.17
N 0.11 -1.39 -0.10
O 1.26 -1.56 0.22
C 3.02 0.40 -0.33
O 3.72 0.63 0.54
O 0.44 0.85 0.55
H -1.92 0.14 -1.26
H -2.39 -0.54 0.27
H -2.11 1.20 0.13
*
```

Properties
- energy (Eh) = -396.485993
- ΔE to the lowest compared entry with this formula, charge and spin (kJ/mol) = 363.48
- frontier orbital gap (spin up / spin down) (eV) = 8.13 / 8.13



[3]
A single C3H3NO3S molecule in a non-equilibrium geometry, computed with ωB97M-V/def2-TZVPD.

Structure (ORCA input):
```
! wB97M-V def2-TZVPD RIJCOSX def2/J DEFGRID3
* xyz 0 1
N 1.81 0.95 -2.18
C 1.18 0.49 -1.35
C 0.16 0.09 -0.53
C -0.33 1.02 0.63
O -0.59 0.50 1.92
S 0.05 -1.56 -0.37
O 0.56 -2.55 -1.30
O -0.98 -1.74 0.68
H 0.37 1.86 0.69
H -1.37 1.38 0.13
H -0.86 -0.44 1.67
*
```

Properties
- energy (Eh) = -794.644508
- ΔE to the lowest compared entry with this formula, charge and spin (kJ/mol) = 435.12
- SMILES = N#CC(CO)=S(=O)=O
- frontier orbital gap (spin up / spin down) (eV) = 8.42 / 8.42



[4]
A 2-piece molecular cluster, C3H3NO3S overall in a non-equilibrium geometry, computed with ωB97M-V/def2-TZVPD.

Structure (ORCA input):
```
! wB97M-V def2-TZVPD RIJCOSX def2/J DEFGRID3
* xyz 0 1
C 0.80 1.80 -0.48
C 0.09 0.32 -0.18
C -0.72 -2.28 1.08
H 1.37 2.73 -2.00
H -1.70 -3.07 1.15
H 0.74 -2.77 0.76
N -1.64 -1.12 1.11
O 1.34 1.77 -1.79
O 0.48 2.78 0.12
O 0.30 -0.67 -0.89
S -1.04 0.50 1.14
*
```

Properties
- energy (Eh) = -794.584028
- ΔE to the lowest compared entry with this formula, charge and spin (kJ/mol) = 593.91
- frontier orbital gap (eV) = 8.81



[5]
A single C3H3NO3S molecule in a non-equilibrium geometry, computed with ωB97M-V/def2-TZVPD.

Structure (ORCA input):
```
! wB97M-V def2-TZVPD RIJCOSX def2/J DEFGRID3
* xyz 0 1
O 1.78 0.15 -1.86
C 0.93 0.07 -1.01
C 0.93 0.20 0.52
O 0.12 -0.81 1.13
C -1.19 -0.62 0.77
S -2.32 -1.44 1.75
O -1.32 0.41 -0.10
N -0.52 -0.09 -1.24
H 0.67 1.32 0.91
H 1.93 -0.07 0.98
H -1.01 0.88 -1.87
*
```

Properties
- energy (Eh) = -794.627658
- ΔE to the lowest compared entry with this formula, charge and spin (kJ/mol) = 479.36
- SMILES = O=C1COC(=S)ON1
- frontier orbital gap (eV) = 8.78



[6]
A single C3H3NO4 molecule in a non-equilibrium geometry, computed with ωB97M-V/def2-TZVPD.

Structure (ORCA input):
```
! wB97M-V def2-TZVPD RIJCOSX def2/J DEFGRID3
* xyz 0 1
O -1.97 1.10 0.11
C -0.89 0.63 -0.18
C 0.42 1.10 -0.29
C 1.14 -0.06 -0.17
O 2.50 -0.12 0.06
O 0.46 -1.19 -0.19
N -0.84 -0.76 -0.58
O -1.82 -1.39 0.10
H 0.77 2.09 -0.20
H 2.48 -0.72 0.84
H -2.24 -0.67 0.50
*
```

Properties
- energy (Eh) = -471.707170
- ΔE to the lowest compared entry with this formula, charge and spin (kJ/mol) = 435.84
- SMILES = O=c1cc(O)on1O
- frontier orbital gap (eV) = 10.32



[7]
A single C3H3NO4 molecule in a non-equilibrium geometry, computed with ωB97M-V/def2-TZVPD.

Structure (ORCA input):
```
! wB97M-V def2-TZVPD RIJCOSX def2/J DEFGRID3
* xyz 0 1
C -1.47 0.56 -0.36
N -0.31 -0.23 -0.13
O 0.76 -0.06 -1.08
C 1.83 -0.39 -0.40
O 2.95 -0.43 -0.86
O 1.63 -0.59 0.91
C 0.29 -0.48 1.14
O -0.38 -0.66 2.12
H -1.38 1.70 -0.20
H -1.70 0.40 -1.41
H -2.22 0.17 0.26
*
```

Properties
- energy (Eh) = -471.800204
- ΔE to the lowest compared entry with this formula, charge and spin (kJ/mol) = 191.58
- SMILES = Cn1oc(=O)oc1=O
- frontier orbital gap (eV) = 11.04



[8]
A single C3H3NOS molecule in a non-equilibrium geometry, computed with ωB97M-V/def2-TZVPD.

Structure (ORCA input):
```
! wB97M-V def2-TZVPD RIJCOSX def2/J DEFGRID3
* xyz 0 1
O -3.42 -0.09 -0.11
C -2.30 0.18 -0.08
N -1.19 0.49 -0.35
C 0.11 0.84 0.04
C 1.12 0.01 0.10
S 1.00 -1.77 -0.12
H 0.22 1.94 0.12
H 2.22 0.20 0.15
H 2.24 -1.80 0.26
*
```

Properties
- energy (Eh) = -644.259627
- ΔE to the lowest compared entry with this formula, charge and spin (kJ/mol) = 71.69
- SMILES = O=C=N/C=C\S
- frontier orbital gap (eV) = 9.44



[9]
C3H3NOS2 as an isolated structure in a non-equilibrium geometry, computed with ωB97M-V/def2-TZVPD.

Structure (ORCA input):
```
! wB97M-V def2-TZVPD RIJCOSX def2/J DEFGRID3
* xyz 0 1
C 0.73 -0.25 0.00
C 0.58 1.77 -0.16
C -0.62 -0.02 0.12
H 0.59 -2.57 0.09
H 0.91 2.74 -0.19
H -2.45 -1.20 0.94
N 1.48 0.89 -0.27
O -0.78 1.37 -0.09
S 1.59 -1.70 -0.15
S -2.03 -1.03 -0.29
*
```

Properties
- energy (Eh) = -1042.437339
- ΔE to the lowest compared entry with this formula, charge and spin (kJ/mol) = 161.05
- frontier orbital gap (eV) = 9.17



[10]
A single C3H3NOS2 molecule in a non-equilibrium geometry, computed with ωB97M-V/def2-TZVPD.

Structure (ORCA input):
```
! wB97M-V def2-TZVPD RIJCOSX def2/J DEFGRID3
* xyz 0 1
C -1.93 0.32 0.66
C 0.67 0.95 -0.45
C 0.43 -0.46 -0.57
N -1.33 1.33 0.94
O 1.34 1.86 -0.69
S -1.25 -1.06 -0.42
S 1.54 -0.91 0.90
H -2.93 -0.01 0.94
H 0.82 -0.91 -1.48
H 2.65 -1.09 0.18
*
```

Properties
- energy (Eh) = -1042.361962
- ΔE to the lowest compared entry with this formula, charge and spin (kJ/mol) = 358.95
- frontier orbital gap (spin up / spin down) (eV) = 7.89 / 7.89



[11]
A 2-piece molecular cluster, C3H3NOS2 overall in a non-equilibrium geometry, computed with ωB97M-V/def2-TZVPD.

Structure (ORCA input):
```
! wB97M-V def2-TZVPD RIJCOSX def2/J DEFGRID3
* xyz 0 1
C -0.05 1.50 0.65
C -0.38 -0.63 0.03
C 0.93 1.54 -0.17
N -1.52 -0.83 -0.51
O 1.47 1.84 -1.16
S 0.86 -1.77 0.24
S 2.55 -0.89 0.72
H 0.05 1.24 1.61
H -2.24 -0.21 -0.36
H -1.65 -1.79 -1.06
*
```

Properties
- energy (Eh) = -1042.300895
- ΔE to the lowest compared entry with this formula, charge and spin (kJ/mol) = 519.28
- frontier orbital gap (spin up / spin down) (eV) = 6.27 / 6.27



[12]
A 2-piece molecular cluster, C3H3NOS2 overall in a non-equilibrium geometry, computed with ωB97M-V/def2-TZVPD.

Structure (ORCA input):
```
! wB97M-V def2-TZVPD RIJCOSX def2/J DEFGRID3
* xyz 0 1
C 1.71 -1.24 0.35
C -0.54 0.57 0.86
C -0.93 1.32 -1.51
N 0.97 -2.09 0.78
O -1.04 0.86 -0.24
S -1.01 0.16 2.33
S 2.55 -0.30 -0.55
H -1.52 0.74 -2.23
H -0.77 2.35 -1.42
H 0.58 -2.37 1.64
*
```

Properties
- energy (Eh) = -1042.294391
- ΔE to the lowest compared entry with this formula, charge and spin (kJ/mol) = 536.36
- frontier orbital gap (spin up / spin down) (eV) = 7.26 / 8.34